Entry 1:
Molecular formula: C6H14O2
Method: DFT, ωB97M-V/def2-TZVPD

Geometry as XYZ:
```
22
Properties=species:S:1:pos:R:3:forces:R:3
C -1.475727 1.100599 0.101159 0.1392 -0.3963 0.1459
C -0.754705 -0.236967 -0.010288 -0.2223 -0.6656 -2.2322
C -1.025298 -0.857986 -1.457253 0.0543 0.4864 1.3936
O -1.319469 -1.101024 0.967836 -0.1025 -0.1685 0.1498
C 0.772686 -0.174305 0.215255 -0.1656 1.3391 1.7951
C 1.552087 0.531676 -0.885275 -0.1584 -0.3390 0.2562
C 0.999981 0.568477 1.606893 0.2960 -0.7473 -1.2010
O 1.279965 -1.491624 0.302300 0.1334 -0.3373 0.0099
H -1.504993 1.425672 1.136572 0.0158 0.1023 0.1017
H -0.991498 1.859725 -0.504811 0.0343 0.1123 -0.0608
H -2.500544 0.976379 -0.240262 -0.0790 0.0245 -0.0384
H -0.820543 -0.123109 -2.229740 0.0324 0.0434 -0.1046
H -2.071592 -1.153774 -1.517314 -0.0717 0.0547 -0.0157
H -0.399618 -1.735207 -1.613518 0.0706 -0.0102 -0.0097
H -1.191854 -2.007301 0.663129 -0.0587 0.0919 0.0267
H 1.558293 -0.076476 -1.784668 -0.0012 -0.0245 -0.1415
H 2.581019 0.661413 -0.558424 0.0823 0.0508 -0.0001
H 1.124179 1.503665 -1.107991 -0.0176 0.1270 -0.0418
H 0.322140 0.194173 2.371284 -0.0998 -0.0167 -0.0462
H 0.874741 1.640349 1.491700 -0.0521 0.1238 0.0380
H 2.022309 0.365126 1.919282 0.1117 0.0759 0.0401
H 0.968437 -1.869478 1.134135 0.0588 0.0732 -0.0649
```
Positions in Å, forces in eV/Å.

## Properties
E_HOMO = -9.76 eV
energy above the lowest of the compared OMol25 structures with the same formula, charge and spin = 8.9 kcal/mol
gap between HOMO and LUMO = 10.54 eV
electronic energy = -387.4933 a.u.
structure (SMILES) = CC(C)(O)C(C)(C)O

Results of the Mulliken charge analysis, in e, for atoms 1 through 2: -1.69, 1.25

***

Entry 2:
Molecular formula: C6H6N2O2S2
Method: DFT, ωB97M-V/def2-TZVPD

Geometry as XYZ:
```
18
Properties=species:S:1:pos:R:3:forces:R:3
C -0.080398 1.965595 0.521226 0.5975 3.1136 1.2804
C 0.298903 0.974545 1.336570 -0.6631 -0.2937 -1.5186
C 0.309383 -1.605711 1.347235 0.2108 -0.9806 -0.2310
C 0.146493 -2.163480 -0.089583 -3.6236 -0.0305 -0.1132
C -0.604345 1.848069 -0.786701 0.1587 1.5884 -3.1285
C 0.198384 -0.647807 -0.516703 2.2457 1.0306 -0.5216
N 1.053441 1.977580 -2.148334 -3.2539 -0.7751 -0.8774
N 0.414153 -0.304233 0.885160 -0.3552 0.2137 -0.2946
O 0.373933 -2.098498 2.427395 -0.0423 0.1809 0.3173
O 1.169188 1.576191 -4.623329 0.4519 -0.2140 -1.2014
S -1.232662 0.269017 -1.147327 -1.1232 -1.2091 -0.4903
S 0.313167 1.538824 -3.472154 1.4091 1.3994 3.3209
H -0.089648 3.031690 0.936877 0.0964 -1.7782 -0.4452
H 0.355322 1.179554 2.341177 0.6330 0.0755 2.2558
H 0.854132 -2.946824 -0.396911 -0.1820 0.7170 -0.2112
H -1.007337 -2.556314 -0.243689 2.9882 0.7335 0.4601
H -1.250764 2.786328 -1.187185 1.5618 -2.6327 0.9715
H 1.088753 -0.210180 -1.091944 -1.1098 -1.1385 0.4269
```
Positions in Å, forces in eV/Å.

## Properties
E_HOMO (alpha / beta) = -9.03 / -9.03 eV
energy above the lowest of the compared OMol25 structures with the same formula, charge and spin = 64.0 kcal/mol
gap between HOMO and LUMO (alpha / beta) = 8.01 / 8.02 eV
electronic energy = -1288.4413 a.u.

Results of the Mulliken charge analysis, in e, for atoms 1 through 2: -0.54, -0.07